[1]
Entry from the Open Molecules 2025 dataset: C29H43N4O5PPdS as an isolated structure (ωB97M-V/def2-TZVPD).

Structure (XYZ):
```
84
Properties=species:S:1:pos:R:3:lowdin_charge:R:1
Pd 0.740 0.343 0.089 0.845
C 0.495 -1.039 7.746 -0.051
C 0.467 -0.196 6.500 -0.269
C -0.201 1.022 6.471 -0.034
C -0.213 1.802 5.324 -0.050
C 0.449 1.358 4.195 -0.282
C 1.129 0.144 4.199 -0.042
C 1.131 -0.624 5.348 -0.030
S 0.459 2.323 2.706 0.568
O -0.342 3.491 2.971 -0.314
O 1.827 2.526 2.288 -0.318
N -0.203 1.345 1.611 -0.253
C -1.456 0.783 1.865 -0.421
C -2.461 1.383 2.641 -0.021
C -3.661 0.721 2.793 -0.063
C -3.862 -0.504 2.171 -0.081
C -2.821 -1.017 1.423 -0.153
N -1.644 -0.407 1.279 0.090
H -0.193 -0.658 8.499 0.073
H 1.496 -1.052 8.181 0.084
H 0.222 -2.072 7.525 0.080
H -0.720 1.367 7.357 0.111
H -0.726 2.754 5.298 0.112
H 1.645 -0.190 3.307 0.101
H 1.655 -1.572 5.358 0.116
H -2.298 2.356 3.076 0.096
H -4.447 1.171 3.386 0.109
H -4.793 -1.046 2.264 0.098
H -2.923 -1.970 0.915 0.100
C -1.009 4.055 -2.506 -0.098
C 0.044 3.381 -1.617 -0.497
C 0.063 4.028 -0.241 -0.111
P -0.022 1.528 -1.665 1.049
C -1.729 0.894 -1.986 -0.514
C -2.784 1.650 -1.172 -0.097
C -2.152 0.727 -3.443 -0.102
C 1.103 1.165 -3.093 -0.520
C 0.854 1.994 -4.357 -0.097
C 2.566 1.324 -2.667 -0.116
H -0.654 5.054 -2.770 0.089
H -1.942 4.180 -1.960 0.071
H -1.218 3.524 -3.432 0.052
H 1.025 3.558 -2.068 0.088
H -0.841 3.814 0.327 0.065
H 0.128 5.112 -0.364 0.091
H 0.921 3.709 0.343 0.050
H -1.635 -0.112 -1.569 0.068
H -3.189 2.486 -1.741 0.069
H -2.401 2.039 -0.228 0.057
H -3.611 0.978 -0.938 0.085
H -2.286 1.685 -3.948 0.064
H -3.116 0.214 -3.458 0.089
H -1.446 0.115 -4.001 0.065
H 0.904 0.118 -3.319 0.071
H 1.083 3.048 -4.196 0.076
H -0.161 1.913 -4.737 0.056
H 1.526 1.635 -5.139 0.086
H 2.814 2.366 -2.459 0.077
H 3.209 0.997 -3.487 0.082
H 2.807 0.737 -1.782 0.046
C -0.508 -4.213 -0.306 -0.064
C -0.006 -4.417 -1.732 -0.160
C 1.201 -3.522 -2.100 -0.305
C 1.599 -3.748 -3.566 -0.170
C 2.765 -2.871 -4.009 -0.062
C 2.360 -3.944 -1.210 -0.413
O 2.897 -5.021 -1.298 0.118
N 2.740 -3.044 -0.235 0.224
C 2.199 -1.793 -0.075 -0.528
O 2.469 -1.109 0.924 0.002
N 1.358 -1.271 -1.016 0.048
C 0.744 -2.067 -1.934 -0.453
O -0.169 -1.660 -2.632 0.053
H -1.374 -4.847 -0.114 0.079
H -0.809 -3.177 -0.131 0.065
H 0.253 -4.474 0.432 0.082
H -0.796 -4.184 -2.447 0.122
H 0.298 -5.454 -1.886 0.125
H 0.719 -3.546 -4.176 0.121
H 1.856 -4.802 -3.677 0.123
H 2.523 -1.810 -3.912 0.066
H 3.013 -3.057 -5.053 0.079
H 3.661 -3.070 -3.418 0.083
H 3.408 -3.353 0.458 0.172
```

Values from the calculation:
HOMO energy	-8.3	eV
frontier orbital gap	7.835	eV
net charge	0

[2]
Entry from the Open Molecules 2025 dataset: C29H43N4O5PPdS as an isolated structure (ωB97M-V/def2-TZVPD).

Structure (XYZ):
```
84
Properties=species:S:1:pos:R:3:lowdin_charge:R:1
Pd -0.505 0.766 0.475 0.930
C 7.698 2.431 -1.997 -0.051
C 6.491 1.960 -1.230 -0.271
C 5.330 1.569 -1.891 -0.035
C 4.220 1.129 -1.187 -0.048
C 4.270 1.083 0.199 -0.289
C 5.416 1.467 0.880 -0.056
C 6.518 1.902 0.160 -0.037
S 2.867 0.492 1.098 0.581
O 3.149 0.701 2.495 -0.299
O 2.598 -0.846 0.635 -0.296
N 1.631 1.388 0.581 -0.188
C 1.384 2.625 1.147 -0.397
C 2.299 3.513 1.732 -0.004
C 1.836 4.721 2.198 -0.058
C 0.481 5.047 2.095 -0.077
C -0.355 4.115 1.527 -0.146
N 0.079 2.940 1.069 0.026
H 7.501 2.461 -3.068 0.073
H 8.550 1.769 -1.830 0.083
H 7.997 3.432 -1.681 0.081
H 5.296 1.606 -2.974 0.111
H 3.320 0.821 -1.704 0.116
H 5.431 1.419 1.961 0.112
H 7.418 2.200 0.687 0.116
H 3.341 3.244 1.818 0.101
H 2.528 5.419 2.651 0.110
H 0.092 5.989 2.453 0.099
H -1.420 4.299 1.433 0.101
C -5.390 1.683 0.313 -0.106
C -3.881 1.864 0.495 -0.523
C -3.565 2.101 1.975 -0.125
P -2.780 0.563 -0.209 1.011
C -3.473 -1.115 0.030 -0.529
C -3.616 -1.423 1.522 -0.101
C -4.725 -1.490 -0.761 -0.093
C -2.689 0.826 -2.035 -0.530
C -3.959 1.330 -2.719 -0.112
C -1.515 1.755 -2.355 -0.134
H -5.908 2.579 0.666 0.084
H -5.754 0.846 0.909 0.068
H -5.683 1.517 -0.720 0.054
H -3.570 2.757 -0.063 0.103
H -3.990 1.307 2.592 0.072
H -4.009 3.044 2.302 0.082
H -2.494 2.137 2.175 0.042
H -2.647 -1.722 -0.354 0.076
H -4.488 -0.920 1.946 0.069
H -2.738 -1.117 2.095 0.059
H -3.760 -2.496 1.666 0.081
H -5.599 -0.913 -0.464 0.063
H -4.950 -2.544 -0.578 0.083
H -4.580 -1.375 -1.835 0.067
H -2.437 -0.170 -2.418 0.113
H -4.234 2.323 -2.357 0.076
H -4.812 0.669 -2.576 0.056
H -3.783 1.417 -3.794 0.083
H -1.663 2.750 -1.928 0.075
H -1.408 1.867 -3.436 0.084
H -0.561 1.363 -1.987 0.048
C -1.658 -4.879 -1.016 -0.079
C -0.947 -4.544 0.288 -0.155
C 0.404 -3.783 0.118 -0.297
C 1.368 -4.562 -0.772 -0.180
C 2.782 -3.989 -0.799 -0.068
C 0.936 -3.683 1.540 -0.394
O 1.544 -4.575 2.078 0.119
N 0.558 -2.557 2.254 0.231
C -0.032 -1.473 1.669 -0.586
O -0.292 -0.446 2.351 -0.053
N -0.323 -1.436 0.371 0.067
C 0.065 -2.424 -0.495 -0.453
O -0.008 -2.272 -1.697 0.079
H -2.644 -5.293 -0.800 0.075
H -1.105 -5.622 -1.590 0.077
H -1.784 -3.999 -1.649 0.070
H -0.717 -5.459 0.838 0.126
H -1.607 -3.947 0.927 0.110
H 0.949 -4.542 -1.777 0.111
H 1.378 -5.600 -0.434 0.125
H 2.769 -2.908 -0.951 0.066
H 3.352 -4.434 -1.615 0.075
H 3.310 -4.191 0.132 0.077
H 0.906 -2.454 3.197 0.176
```

Values from the calculation:
HOMO energy (alpha / beta)	-7.7 / -8.3	eV
2S+1	3
frontier orbital gap (alpha / beta)	8.196 / 7.038	eV
net charge	0